# 1
118
Properties=species:S:1:pos:R:3 method="wB97M-V/def2-TZVPD" charge=+2 spin_multiplicity=3 lumo_energy_ev="-5.531 / -6.375" homo_energy_ev="-11.84 / -12.90" homo_lumo_gap_ev="6.313 / 6.525" total_energy_ha=-3810.62999 relative_energy_ev=0.9910
Au -0.123 -0.513 0.265
O -1.838 2.024 -0.860
C -1.661 3.251 -0.256
C -2.523 4.328 -0.404
C -2.208 5.534 0.200
C -1.045 5.671 0.946
C -0.231 4.576 1.167
C -0.541 3.359 0.567
P 0.246 1.796 1.054
C -0.171 1.937 2.818
C 0.670 2.423 3.812
C 0.204 2.513 5.111
C -1.096 2.143 5.418
C -1.949 1.703 4.419
C -1.490 1.604 3.120
C 2.038 2.062 0.926
C 2.843 1.458 1.815
C 4.607 0.563 0.423
C 4.528 1.385 -0.877
C 3.653 2.604 -0.885
C 2.540 2.846 -0.193
C -1.994 1.978 -2.220
C -2.028 3.068 -3.075
C -2.254 2.870 -4.427
C -2.430 1.591 -4.931
C -2.336 0.497 -4.090
C -2.105 0.681 -2.732
P -1.918 -0.681 -1.541
C -1.592 -2.034 -2.720
C -0.279 -2.250 -3.128
C 0.007 -3.171 -4.120
C -1.019 -3.871 -4.734
C -2.331 -3.643 -4.348
C -2.622 -2.731 -3.349
C -3.619 -0.987 -0.992
C -3.999 -2.262 -0.567
C -5.321 -2.508 -0.243
C -6.260 -1.490 -0.303
C -5.873 -0.217 -0.689
C -4.561 0.038 -1.041
H -3.434 4.221 -0.974
H -2.876 6.373 0.083
H -0.795 6.626 1.381
H 0.645 4.661 1.796
H 1.677 2.740 3.584
H 0.862 2.876 5.886
H -1.447 2.217 6.434
H -2.968 1.435 4.650
H -2.148 1.276 2.325
H 2.436 0.870 2.626
H 5.631 0.174 0.511
H 5.546 1.713 -1.114
H 3.923 3.309 -1.659
H 1.950 3.719 -0.444
H -1.882 4.069 -2.700
H -2.303 3.725 -5.084
H -2.629 1.447 -5.981
H -2.457 -0.497 -4.490
H 0.526 -1.683 -2.678
H 1.031 -3.327 -4.427
H -0.800 -4.577 -5.520
H -3.136 -4.164 -4.843
H -3.650 -2.548 -3.073
H -3.272 -3.059 -0.510
H -5.622 -3.503 0.048
H -7.293 -1.689 -0.063
H -6.599 0.579 -0.728
H -4.276 1.023 -1.376
O -1.233 -3.058 0.398
C -0.223 -2.566 0.019
C 0.939 -3.224 -0.542
C 0.843 -4.594 -0.822
C 1.901 -5.246 -1.424
C 3.059 -4.550 -1.756
C 3.179 -3.205 -1.445
C 2.124 -2.542 -0.833
P 2.212 -0.770 -0.409
C 3.714 -0.643 0.518
C 4.337 1.473 1.651
C 5.083 1.004 2.853
C 5.293 -0.285 3.207
C 4.722 -1.454 2.640
C 3.885 -1.564 1.544
C 2.610 0.144 -1.877
C 4.051 0.479 -2.081
C 4.291 1.166 -3.378
C 3.284 1.612 -4.166
C 1.932 1.424 -3.804
C 1.622 0.697 -2.666
H -0.068 -5.118 -0.572
H 1.823 -6.298 -1.654
H 3.873 -5.056 -2.251
H 4.093 -2.671 -1.667
H 4.664 2.490 1.403
H 5.506 1.782 3.475
H 5.887 -0.459 4.096
H 4.883 -2.364 3.204
H 3.320 -2.491 1.449
H 4.677 -0.424 -2.028
H 5.323 1.323 -3.654
H 3.508 2.125 -5.088
H 1.145 1.829 -4.420
H 0.583 0.536 -2.402
N 0.086 -1.951 4.498
C 0.579 -1.568 3.310
N -0.358 -1.254 2.450
C -1.558 -1.454 3.098
C -2.868 -1.285 2.667
C -3.871 -1.529 3.580
C -3.592 -1.924 4.893
C -2.299 -2.117 5.330
C -1.286 -1.880 4.413
H 0.615 -2.264 5.298
H 1.630 -1.520 3.093
H -3.083 -0.980 1.656
H -4.900 -1.407 3.281
H -4.411 -2.083 5.577
H -2.083 -2.433 6.338

# 2
21
Properties=species:S:1:pos:R:3 method="wB97M-V/def2-TZVPD" charge=0 lumo_energy_ev=0.823 homo_energy_ev=-8.82 homo_lumo_gap_ev=9.645 total_energy_ha=-366.35340 smiles="C=C(C)C.CNC=O" relative_energy_ev=2.1905
C -0.704 0.101 1.415
C 0.171 -0.770 0.831
C -0.278 -2.082 0.264
C 1.652 -0.628 1.031
H -1.739 -0.197 1.499
H -0.357 0.755 2.204
H -0.055 -2.897 0.958
H -1.339 -2.070 0.024
H 0.266 -2.315 -0.648
H 2.179 -0.739 0.080
H 1.909 0.334 1.471
H 2.022 -1.407 1.699
C -0.917 2.186 -0.725
N 0.128 1.472 -1.341
C -0.071 0.226 -1.866
O -1.157 -0.210 -2.178
H -0.924 1.722 0.462
H -1.881 1.803 -1.036
H -0.865 3.253 -0.929
H 1.075 1.727 -1.088
H 0.885 -0.264 -2.127

# 3
12
Properties=species:S:1:pos:R:3 method="wB97M-V/def2-TZVPD" charge=0 lumo_energy_ev=0.887 homo_energy_ev=-9.60 homo_lumo_gap_ev=10.489 total_energy_ha=-248.42090 smiles="CNCC=O" relative_energy_ev=2.8734
C -1.265 -0.826 0.311
N -1.042 0.329 -0.550
C 0.024 1.151 0.096
C 1.283 0.243 0.152
O 1.388 -0.894 -0.282
H -1.164 -0.641 1.502
H -0.600 -1.686 -0.055
H -2.356 -1.185 0.023
H -1.985 0.945 -0.318
H -0.298 1.244 1.180
H 0.144 2.126 -0.427
H 2.197 0.644 0.843

# 4
95
Properties=species:S:1:pos:R:3 method="wB97M-V/def2-TZVPD" charge=+2 spin_multiplicity=2 lumo_energy_ev="-6.400 / -5.541" homo_energy_ev="-12.30 / -12.50" homo_lumo_gap_ev="5.899 / 6.964" total_energy_ha=-3465.64492 relative_energy_ev=1.5410
V -0.814 -0.363 0.589
C -4.602 -0.649 1.613
C -4.796 -0.293 0.137
C -3.500 -0.044 -0.648
N -2.429 -0.959 -0.238
C -2.593 -2.287 -0.495
C -3.447 -2.757 -1.473
C -3.799 -4.057 -1.849
C -3.457 -5.249 -1.265
C -2.596 -5.411 -0.179
C -1.821 -4.485 0.478
C -1.680 -3.089 0.293
N -0.735 -2.367 0.902
C 0.323 -3.182 1.563
C 1.657 -2.506 1.941
C 1.789 -1.096 1.399
N 0.609 -0.344 1.838
C 0.413 -0.040 3.146
C 1.425 -0.105 4.088
C 1.394 0.105 5.464
C 0.345 0.501 6.264
C -0.939 0.827 5.843
C -1.500 0.790 4.581
C -0.956 0.386 3.354
N -1.660 0.400 2.201
C -2.893 1.213 2.172
C -4.207 0.517 2.514
H -3.860 -1.446 1.709
H -5.536 -1.065 1.990
H -5.425 0.597 0.042
H -5.345 -1.105 -0.342
H -3.136 0.969 -0.517
H -3.684 -0.126 -1.722
H -3.933 -1.986 -2.058
H -4.477 -4.116 -2.692
H -3.910 -6.145 -1.668
H -2.497 -6.425 0.191
H -1.233 -4.903 1.281
H 0.556 -4.005 0.888
H -0.102 -3.632 2.462
H 2.482 -3.121 1.580
H 1.743 -2.481 3.027
H 1.779 -1.120 0.313
H 2.721 -0.610 1.689
H 2.398 -0.367 3.692
H 2.338 -0.061 5.971
H 0.545 0.589 7.324
H -1.615 1.154 6.625
H -2.541 1.078 4.555
H -2.973 1.649 1.183
H -2.753 2.066 2.839
H -4.979 1.291 2.458
H -4.190 0.172 3.550
N -0.232 1.956 0.388
C -1.014 2.875 -0.458
C -1.136 2.275 -1.860
N -0.825 0.841 -1.768
H -0.165 2.321 1.332
H 0.732 1.920 0.045
H -0.578 3.873 -0.495
H -1.999 2.971 -0.003
H -0.477 2.783 -2.563
H -2.156 2.411 -2.219
H 0.179 0.731 -1.886
H -1.251 0.313 -2.521
C 0.515 -2.599 -3.724
S 1.288 -1.465 -2.595
C 2.678 -2.474 -2.160
O 0.373 -1.463 -1.372
H 1.189 -2.783 -4.562
H -0.399 -2.130 -4.084
H 0.286 -3.523 -3.190
H 3.288 -2.634 -3.050
H 2.307 -3.422 -1.766
H 3.247 -1.928 -1.409
C 5.429 3.002 -4.661
C 5.915 2.401 -3.350
N 4.867 1.697 -2.605
C 3.936 2.249 -1.810
S 2.699 1.268 -1.132
N 4.049 3.556 -1.562
C 3.158 4.344 -0.710
C 2.026 4.987 -1.490
H 6.252 3.487 -5.185
H 4.646 3.745 -4.495
H 5.024 2.227 -5.312
H 6.355 3.162 -2.706
H 6.708 1.678 -3.524
H 4.669 0.742 -2.856
H 4.749 4.071 -2.067
H 3.771 5.099 -0.221
H 2.777 3.677 0.059
H 2.404 5.659 -2.261
H 1.391 5.573 -0.823
H 1.420 4.220 -1.973

# 5
18
Properties=species:S:1:pos:R:3 method="wB97M-V/def2-TZVPD" charge=0 lumo_energy_ev="0.671 / 1.101" homo_energy_ev="-7.19 / -7.18" homo_lumo_gap_ev="7.863 / 8.278" total_energy_ha=-377.30599 relative_energy_ev=3.8320
C -0.139 -2.358 -0.222
C -0.549 -1.019 -0.758
N -1.821 1.030 -0.222
C -0.952 0.097 0.032
H -2.360 0.816 -1.061
H -0.974 -1.052 -1.762
H -1.000 -3.036 -0.157
H 0.325 -2.294 0.762
H 0.587 -2.835 -0.889
N 1.527 1.174 -0.847
N 0.266 1.811 1.355
C 0.231 0.438 0.935
N 1.201 0.085 -0.168
H 1.323 2.086 -0.430
H 2.223 1.062 -1.572
H 0.204 1.927 2.358
H -0.480 2.333 0.897
H 0.388 -0.268 1.749

# 6
10
Properties=species:S:1:pos:R:3 method="wB97M-V/def2-TZVPD" charge=-1 lumo_energy_ev="3.292 / 2.859" homo_energy_ev="-3.97 / -3.21" homo_lumo_gap_ev="7.262 / 6.067" total_energy_ha=-1546.96456 relative_energy_ev=3.6534
C 2.266 -0.173 0.489
C -0.759 -0.379 -0.526
O -2.304 0.646 1.627
O -2.449 1.650 -0.590
S -2.227 0.435 0.173
Cl 3.457 1.027 0.027
Cl -0.705 -2.020 0.012
H 2.401 -1.123 -0.080
H 1.249 0.183 0.507
H -0.929 -0.246 -1.640

# 7
83
Properties=species:S:1:pos:R:3 method="wB97M-V/def2-TZVPD" charge=+2 spin_multiplicity=2 lumo_energy_ev="-5.781 / -8.238" homo_energy_ev="-13.61 / -13.61" homo_lumo_gap_ev="7.831 / 5.374" total_energy_ha=-3313.47703 relative_energy_ev=0.1689
Hf 0.812 0.502 -0.253
O 1.259 -1.322 -0.803
C 1.688 -2.002 -1.877
C 2.289 -3.243 -1.708
C 2.725 -3.958 -2.810
C 2.563 -3.457 -4.100
C 1.959 -2.232 -4.272
C 1.519 -1.481 -3.172
C 0.855 -0.224 -3.433
N 0.476 0.638 -2.564
C -0.283 1.802 -3.066
C -0.587 2.764 -1.907
N 0.596 2.669 -1.051
C 1.474 3.591 -1.127
C 2.887 3.428 -0.803
C 3.696 4.519 -0.639
C 5.098 4.378 -0.562
C 5.708 3.128 -0.745
C 4.939 2.018 -0.943
C 3.497 2.110 -0.912
O 2.813 1.059 -0.991
H 2.419 -3.627 -0.705
H 3.198 -4.920 -2.663
H 2.905 -4.024 -4.954
H 1.817 -1.832 -5.269
H 0.650 -0.022 -4.488
H -1.209 1.475 -3.539
H 0.317 2.325 -3.815
H -1.464 2.445 -1.348
H -0.742 3.778 -2.276
H 1.203 4.542 -1.592
H 3.262 5.509 -0.578
H 5.707 5.255 -0.392
H 6.786 3.048 -0.718
H 5.362 1.030 -1.062
C -4.591 0.554 1.195
N -3.771 0.441 -0.010
C -4.327 1.115 -1.187
P -2.534 -0.577 -0.249
O -1.294 0.075 -0.811
O -2.229 -1.177 1.215
P -1.131 -0.629 2.281
O -0.352 0.408 1.504
N -0.411 -1.992 2.746
C -0.087 -3.081 1.820
C 0.374 -2.036 3.990
N -1.838 0.062 3.546
C -2.649 -0.718 4.484
C -1.752 1.495 3.838
N -2.982 -1.784 -1.227
C -1.997 -2.586 -1.956
C -4.282 -2.436 -1.052
H -5.591 0.151 1.016
H -4.688 1.605 1.470
H -4.140 0.014 2.021
H -5.295 0.688 -1.459
H -3.655 1.013 -2.038
H -4.462 2.175 -0.970
H -0.723 -3.046 0.939
H -0.250 -4.031 2.328
H 0.957 -3.017 1.509
H 0.139 -1.187 4.625
H 1.441 -2.010 3.766
H 0.139 -2.958 4.521
H -2.682 -1.764 4.187
H -3.668 -0.327 4.509
H -2.228 -0.650 5.488
H -1.065 1.979 3.151
H -1.380 1.632 4.854
H -2.739 1.955 3.760
H -1.069 -2.032 -2.066
H -2.390 -2.816 -2.947
H -1.795 -3.527 -1.438
H -4.982 -1.767 -0.556
H -4.188 -3.348 -0.459
H -4.685 -2.694 -2.031
F 2.230 -0.240 1.444
P 2.722 1.033 2.496
F 1.403 0.788 3.348
F 1.754 1.949 1.370
F 3.051 2.341 3.291
F 3.955 1.269 1.514
F 3.538 0.021 3.367

# 8
14
Properties=species:S:1:pos:R:3 method="wB97M-V/def2-TZVPD" charge=-1 lumo_energy_ev=3.637 homo_energy_ev=-2.12 homo_lumo_gap_ev=5.756 total_energy_ha=-270.15761 relative_energy_ev=0.7655
C 0.402 0.733 -0.730
O 1.080 1.782 -1.195
C 0.395 0.620 0.804
C 1.812 0.524 1.351
H 0.777 -0.248 -1.149
H -0.670 0.706 -1.065
H -0.156 -0.287 1.081
H -0.167 1.477 1.192
H 2.327 -0.305 0.852
H 1.782 0.328 2.431
H 2.382 1.426 1.151
H -3.669 -1.640 -1.233
H -2.694 -2.706 -1.677
O -3.601 -2.410 -1.814

# 9
42
Properties=species:S:1:pos:R:3 method="wB97M-V/def2-TZVPD" charge=0 lumo_energy_ev=0.921 homo_energy_ev=-7.09 homo_lumo_gap_ev=8.010 total_energy_ha=-733.48766 smiles=CCCn1c(C)c(CC)c2cc(N(C)C)ccc21 relative_energy_ev=3.0203
C -1.140 2.997 4.134
C -1.245 1.841 3.228
C -1.294 2.285 1.760
N -1.133 1.231 0.748
C -2.175 0.702 -0.105
C -3.677 0.907 0.027
C -1.567 -0.192 -1.000
C -2.421 -1.072 -2.002
C -1.970 -2.587 -1.824
C -0.089 -0.109 -0.847
C 0.968 -0.685 -1.494
C 2.280 -0.627 -0.995
N 3.382 -1.318 -1.640
C 3.142 -2.685 -2.128
C 4.786 -0.874 -1.442
C 2.398 0.001 0.224
C 1.425 0.733 0.861
C 0.106 0.602 0.342
H -1.948 3.644 3.949
H -0.174 3.443 3.793
H -1.024 2.696 5.145
H -0.304 1.274 3.389
H -2.116 1.210 3.612
H -0.489 2.949 1.575
H -2.064 3.028 1.517
H -3.920 0.571 0.969
H -4.283 0.222 -0.635
H -4.014 1.920 -0.047
H -3.432 -1.162 -1.746
H -2.264 -0.671 -2.947
H -2.397 -3.040 -0.924
H -0.895 -2.679 -1.878
H -2.407 -3.185 -2.687
H 0.628 -1.262 -2.329
H 2.328 -2.494 -2.797
H 2.741 -3.527 -1.526
H 4.025 -3.055 -2.642
H 4.725 0.201 -1.569
H 5.277 -1.248 -2.284
H 5.234 -1.183 -0.469
H 3.334 0.049 0.765
H 1.663 1.151 1.915

# 10
48
Properties=species:S:1:pos:R:3 method="wB97M-V/def2-TZVPD" charge=0 spin_multiplicity=5 lumo_energy_ev="0.370 / -2.019" homo_energy_ev="-5.93 / -6.89" homo_lumo_gap_ev="6.300 / 4.867" total_energy_ha=-6165.97905
Pt -0.739 -0.833 0.993
C -2.566 1.653 1.324
N -1.569 0.776 1.922
C -2.174 -0.088 2.931
C -0.458 1.573 2.495
C 0.746 0.719 2.966
N 0.938 -0.303 1.969
C 1.930 -1.188 2.027
C 1.702 -2.238 1.147
F 0.536 -2.158 0.485
C 2.608 -3.277 0.969
F 2.359 -4.271 0.103
C 3.794 -3.282 1.690
C 4.038 -2.240 2.586
F 5.190 -2.243 3.275
C 3.117 -1.201 2.762
F 3.421 -0.218 3.626
H -3.010 2.336 2.057
H -3.373 1.068 0.869
H -2.125 2.250 0.519
H -2.572 0.487 3.776
H -1.468 -0.826 3.322
H -3.000 -0.664 2.497
H -0.804 2.208 3.321
H -0.086 2.250 1.712
H 0.529 0.302 3.957
H 1.608 1.387 3.079
H 4.518 -4.073 1.557
O 1.574 1.293 -3.341
C 0.738 0.189 -3.121
C -0.760 0.599 -3.179
C -1.102 1.134 -4.603
O -0.344 2.267 -4.943
C -1.080 1.725 -2.148
Se -0.632 1.346 -0.282
C -1.660 -0.657 -2.960
Se -1.377 -1.665 -1.307
H 2.503 0.946 -3.320
H 0.978 -0.244 -2.126
H 0.936 -0.585 -3.898
H -2.192 1.363 -4.681
H -0.902 0.351 -5.366
H -0.905 3.064 -4.755
H -2.158 1.988 -2.197
H -0.506 2.641 -2.400
H -1.482 -1.385 -3.781
H -2.732 -0.368 -3.001
H -1.989 -1.908 1.475

# 11
9
Properties=species:S:1:pos:R:3 method="wB97M-V/def2-TZVPD" charge=+1 lumo_energy_ev=-4.501 homo_energy_ev=-15.82 homo_lumo_gap_ev=11.322 total_energy_ha=-225.45431 smiles=[NH3+][C@@H]1NO1 relative_energy_ev=4.1570
N 0.219 0.681 0.668
C 0.045 -0.585 -0.012
N 0.051 -0.811 -1.373
O -1.247 -0.921 -0.515
H 1.038 1.236 0.588
H 0.043 0.488 1.727
H -0.460 1.271 0.238
H 0.395 -1.292 0.673
H -0.084 -0.067 -1.994

# 12
6
Properties=species:S:1:pos:R:3 method="wB97M-V/def2-TZVPD" charge=0 lumo_energy_ev=-0.990 homo_energy_ev=-10.09 homo_lumo_gap_ev=9.103 total_energy_ha=-782.60724 relative_energy_ev=2.8320
C 0.862 -0.434 0.062
N 0.371 -1.473 0.481
N 0.691 0.633 -0.489
O -1.482 0.479 -0.371
F 0.972 1.727 0.111
Cl -1.414 -0.931 0.206